[1]
DFT (ωB97M-V/def2-TZVPD) results for C32H47AuBN9O2 as an isolated structure.

Strongest force on any atom   0.66 eV/A
HOMO   -0.3256 Eh
E   -2051.44914 a.u.
Kohn-Sham gap   7.227 eV
ΔE to the lowest compared entry with this formula, charge and spin   0.000 eV

Positions of all 92 atoms, in Å:
Au (-0.3296, -0.0044, -0.1986)
C (-2.6875, 1.5656, -4.0060)
C (-1.6508, 0.7647, -3.2185)
C (-0.9817, -0.2986, -4.0954)
C (-0.5999, 1.6697, -2.6477)
C (0.1796, 2.6089, -3.3075)
C (1.1084, 3.0745, -2.3878)
C (2.2758, 3.9605, -2.7363)
C (2.3798, 5.2854, -1.9856)
C (3.5736, 3.1504, -2.6647)
N (0.8588, 2.4792, -1.2056)
N (-0.1878, 1.6280, -1.3742)
B (1.5953, 2.4593, 0.1708)
N (2.3123, 1.0630, 0.2253)
N (1.7046, -0.0615, -0.2685)
C (2.5433, -1.0946, -0.1532)
C (3.7236, -0.6300, 0.4108)
C (3.5355, 0.7249, 0.6572)
C (4.4873, 1.6160, 1.4127)
C (5.1659, 2.7135, 0.5926)
C (3.8247, 2.1746, 2.6756)
C (2.1973, -2.4754, -0.6171)
C (3.1828, -2.9294, -1.6963)
C (2.1803, -3.4536, 0.5586)
N (0.6330, 2.5606, 1.3739)
N (0.2718, 1.3771, 1.9424)
C (-0.3341, 1.6489, 3.0858)
C (-0.3959, 3.0403, 3.2660)
C (0.2244, 3.5909, 2.1673)
C (0.3623, 5.0563, 1.8683)
C (-0.2988, 5.4145, 0.5375)
C (1.7979, 5.5748, 1.9823)
C (-0.7977, 0.5597, 4.0150)
C (0.2583, -0.5387, 4.1388)
C (-2.1444, -0.0339, 3.5971)
H (-3.4617, 0.8964, -4.3829)
H (-3.1580, 2.3334, -3.3931)
H (-2.2255, 2.0565, -4.8654)
H (-2.1486, 0.2505, -2.3957)
H (-0.4577, 0.1683, -4.9318)
H (-0.2704, -0.8937, -3.5199)
H (-1.7357, -0.9758, -4.4969)
H (0.1036, 2.9045, -4.3400)
H (2.1037, 4.2102, -3.7867)
H (2.5910, 5.1424, -0.9287)
H (3.1938, 5.8727, -2.4133)
H (1.4619, 5.8655, -2.0748)
H (3.7534, 2.7897, -1.6529)
H (3.5287, 2.2847, -3.3271)
H (4.4223, 3.7683, -2.9618)
H (2.4062, 3.3243, 0.1855)
H (4.6096, -1.2021, 0.6285)
H (5.2768, 0.9300, 1.7324)
H (4.4667, 3.4959, 0.3012)
H (5.9473, 3.1776, 1.1961)
H (5.6303, 2.3106, -0.3086)
H (3.0366, 2.8867, 2.4313)
H (3.3785, 1.3768, 3.2706)
H (4.5682, 2.6892, 3.2864)
H (1.2011, -2.4298, -1.0661)
H (4.1971, -2.9920, -1.2971)
H (2.9044, -3.9174, -2.0643)
H (3.1918, -2.2391, -2.5406)
H (3.1731, -3.5290, 1.0072)
H (1.4790, -3.1338, 1.3276)
H (1.8910, -4.4483, 0.2154)
H (-0.8558, 3.5785, 4.0784)
H (-0.2111, 5.5494, 2.6578)
H (0.1579, 4.8758, -0.2900)
H (-1.3591, 5.1593, 0.5498)
H (-0.2094, 6.4838, 0.3363)
H (2.4516, 5.1490, 1.2221)
H (1.8122, 6.6599, 1.8641)
H (2.2196, 5.3343, 2.9593)
H (-0.9274, 1.0309, 4.9938)
H (0.3923, -1.0458, 3.1828)
H (1.2218, -0.1282, 4.4462)
H (-0.0521, -1.2817, 4.8760)
H (-2.0450, -0.5828, 2.6597)
H (-2.4977, -0.7341, 4.3568)
H (-2.9008, 0.7415, 3.4781)
O (-1.0425, -2.7735, -1.0563)
C (-0.9714, -2.7260, 0.1510)
O (-0.5645, -1.7232, 0.8795)
H (-1.2076, -3.5989, 0.7781)
N (-2.3264, 0.2657, -0.0514)
C (-2.7737, 1.3477, 0.1151)
C (-3.2589, 2.6041, 0.2465)
C (-3.5984, 3.1430, 1.5196)
N (-3.8928, 3.5864, 2.5397)
C (-3.4172, 3.3880, -0.9324)
N (-3.5310, 4.0322, -1.8799)

***

[2]
DFT (ωB97M-V/def2-TZVPD) results for C32H47AuN2PSSi4Te as an isolated structure at a distorted geometry.

Strongest force on any atom   1.05 eV/A
HOMO   -0.3655 Eh
E   -3658.26724 a.u.
Kohn-Sham gap   5.504 eV
Charge   +1
ΔE to the lowest compared entry with this formula, charge and spin   0.167 eV

Positions of all 89 atoms, in Å:
Au (0.4236, 0.9564, -0.1984)
S (1.4977, 0.4715, 2.0163)
C (2.8326, 0.2497, 0.9074)
C (4.1419, -0.1078, 1.2131)
C (5.0646, -0.1482, 0.1871)
C (4.6818, 0.1608, -1.1197)
C (3.3652, 0.4808, -1.3557)
N (2.4754, 0.5089, -0.3601)
H (4.4131, -0.3266, 2.2358)
H (6.0916, -0.4154, 0.3986)
H (5.3890, 0.1434, -1.9356)
H (2.9827, 0.7159, -2.3392)
N (-1.4607, -1.6330, 1.0492)
C (-2.6423, -1.2605, 0.4426)
C (-3.5783, -2.2388, 0.0864)
C (-4.7568, -1.8993, -0.5424)
C (-5.0530, -0.5690, -0.8336)
C (-4.1348, 0.4051, -0.5056)
C (-2.9220, 0.0756, 0.1135)
P (-1.7415, 1.3777, 0.4363)
C (-2.3321, 2.9167, -0.2899)
C (-3.0650, 3.8074, 0.4971)
C (-3.5715, 4.9690, -0.0631)
C (-3.3508, 5.2445, -1.4042)
C (-2.6236, 4.3598, -2.1882)
C (-2.1140, 3.1948, -1.6368)
C (-1.6947, 1.6554, 2.2203)
C (-0.8694, 2.6538, 2.7418)
C (-0.8222, 2.8675, 4.1057)
C (-1.5836, 2.0771, 4.9604)
C (-2.3971, 1.0800, 4.4492)
C (-2.4585, 0.8680, 3.0771)
H (-1.4105, -2.5838, 1.3763)
H (-0.9790, -0.9871, 1.6570)
H (-3.3641, -3.2750, 0.3196)
H (-5.4609, -2.6791, -0.8019)
H (-5.9827, -0.3015, -1.3152)
H (-4.3467, 1.4376, -0.7511)
H (-3.2438, 3.5957, 1.5423)
H (-4.1378, 5.6575, 0.5494)
H (-3.7445, 6.1529, -1.8406)
H (-2.4531, 4.5835, -3.2320)
H (-1.5371, 2.5053, -2.2428)
H (-0.2641, 3.2642, 2.0816)
H (-0.1860, 3.6445, 4.5076)
H (-1.5381, 2.2423, 6.0287)
H (-2.9925, 0.4680, 5.1132)
H (-3.1138, 0.1037, 2.6788)
C (0.4774, 2.5406, -7.0350)
Si (1.0464, 2.0959, -5.3045)
C (0.6097, 3.4753, -4.1129)
C (2.9063, 1.8310, -5.3476)
Si (-0.0764, 0.1095, -4.7429)
Te (-0.4195, -0.4995, -2.3043)
Si (-2.2654, 0.0488, -5.6110)
C (-3.1108, 1.7001, -5.3379)
C (-2.1653, -0.3184, -7.4496)
C (-3.2535, -1.2921, -4.7485)
Si (1.1631, -1.7507, -5.4894)
C (0.1181, -3.2951, -5.2848)
C (2.7339, -1.9053, -4.4779)
C (1.5821, -1.4760, -7.2980)
H (1.0349, 3.4069, -7.3999)
H (-0.5838, 2.7956, -7.0568)
H (0.6405, 1.7206, -7.7374)
H (1.0709, 4.4122, -4.4350)
H (0.9574, 3.2606, -3.0996)
H (-0.4704, 3.6294, -4.0724)
H (3.4231, 2.7824, -5.4938)
H (3.1873, 1.1722, -6.1713)
H (3.2833, 1.3758, -4.4316)
H (-2.6379, 2.4969, -5.9154)
H (-3.0791, 1.9717, -4.2805)
H (-4.1616, 1.6522, -5.6335)
H (-1.5225, 0.3894, -7.9764)
H (-3.1600, -0.2626, -7.8984)
H (-1.7797, -1.3238, -7.6326)
H (-3.4638, -1.0228, -3.7108)
H (-2.7312, -2.2507, -4.7469)
H (-4.2082, -1.4334, -5.2618)
H (-0.2420, -3.4006, -4.2586)
H (0.7043, -4.1861, -5.5226)
H (-0.7502, -3.2825, -5.9465)
H (2.5050, -2.0122, -3.4157)
H (3.3725, -1.0279, -4.6004)
H (3.3069, -2.7819, -4.7896)
H (0.6925, -1.2942, -7.9033)
H (2.0849, -2.3581, -7.7027)
H (2.2562, -0.6264, -7.4249)